1.
A cluster of 23 separate species, C23H92N16O23 in total at a distorted geometry. Source: the OMol25 dataset; level of theory: ωB97M-V/def2-TZVPD.

Each line ends with the Löwdin charge.
Positions of all 154 atoms, in Å:
C (11.2118, -18.0986, 6.7672)  -0.112
O (10.6209, -16.8040, 6.7411)  -0.161
H (12.1746, -18.1012, 6.2562)  0.081
H (11.4140, -18.5137, 7.7546)  0.076
H (10.5494, -18.8284, 6.3017)  0.077
H (11.0988, -16.2878, 7.3944)  0.047
C (15.6120, -17.6947, 0.8868)  -0.142
O (16.9041, -17.6508, 1.5026)  -0.127
H (14.9762, -16.9917, 1.4249)  0.059
H (15.7887, -17.3728, -0.1394)  0.084
H (15.1491, -18.6689, 1.0446)  0.046
H (16.7209, -17.6017, 2.4437)  0.008
C (10.8703, -18.9077, 0.0837)  -0.143
O (12.1901, -19.2158, 0.4959)  -0.105
H (10.6647, -17.8376, 0.1098)  0.037
H (10.6066, -19.3291, -0.8864)  0.078
H (10.2389, -19.3927, 0.8282)  0.074
H (12.7706, -18.6707, -0.0404)  0.075
C (10.5923, -20.9392, 9.3218)  -0.155
O (10.1190, -20.0768, 10.3473)  -0.128
H (11.6750, -20.8682, 9.2176)  0.069
H (10.3925, -21.9948, 9.5058)  0.082
H (10.1675, -20.5500, 8.3965)  0.061
H (10.8829, -19.7011, 10.7911)  0.063
C (10.2457, -21.0984, 3.5411)  -0.195
O (10.0300, -22.3660, 4.0613)  -0.129
H (9.3565, -20.5293, 3.2698)  0.056
H (10.9159, -20.6337, 4.2643)  0.075
H (10.8173, -21.3368, 2.6441)  0.081
H (9.5774, -22.9055, 3.4087)  0.013
C (14.2396, -21.0519, 6.3790)  -0.171
O (15.4606, -21.7707, 6.5131)  -0.100
H (13.7151, -20.9158, 7.3247)  0.056
H (14.3777, -20.0225, 6.0483)  0.069
H (13.5040, -21.5371, 5.7373)  0.076
H (15.2554, -22.7082, 6.5381)  0.074
C (7.2835, -13.6386, 0.6137)  -0.089
O (8.6174, -13.3940, 0.0969)  -0.159
H (6.6072, -13.6632, -0.2408)  0.082
H (7.2125, -14.6688, 0.9625)  0.051
H (7.0271, -12.9353, 1.4060)  0.083
H (8.9337, -14.1185, -0.4477)  0.058
C (3.5217, -17.8619, 5.0010)  -0.089
O (4.9561, -17.7739, 5.2045)  -0.157
H (3.0367, -18.4101, 5.8087)  0.088
H (3.1897, -16.8248, 5.0493)  0.077
H (3.3991, -18.2311, 3.9827)  0.080
H (5.2038, -17.6283, 6.1205)  0.059
C (8.3567, -16.8808, -1.8905)  -0.120
O (9.0003, -16.1902, -0.8020)  -0.137
H (7.2714, -16.8189, -1.8108)  0.067
H (8.5815, -16.4929, -2.8840)  0.088
H (8.4020, -17.9675, -1.9617)  0.060
H (8.8655, -16.6780, 0.0138)  0.032
C (14.0736, -20.2087, 2.9875)  -0.158
O (13.2210, -19.1243, 3.2185)  -0.154
H (14.4699, -20.2974, 1.9759)  0.066
H (14.9001, -20.1647, 3.6968)  0.088
H (13.4546, -21.0964, 3.1181)  0.075
H (12.4771, -19.1440, 2.6120)  0.048
C (6.3154, -17.3740, 1.6686)  -0.149
O (7.4805, -17.9928, 1.2143)  -0.125
H (5.9412, -16.5413, 1.0731)  0.075
H (5.4980, -18.0946, 1.6940)  0.080
H (6.3657, -17.0086, 2.6943)  0.082
H (7.2065, -18.5999, 0.5229)  0.025
C (10.2859, -16.2731, 10.4396)  -0.147
O (10.6398, -15.4160, 9.4292)  -0.145
H (10.9107, -17.1662, 10.4534)  0.086
H (10.4544, -15.7399, 11.3752)  0.085
H (9.1996, -16.3571, 10.4078)  0.088
H (10.0360, -14.6764, 9.5294)  0.091
C (7.1947, -20.2099, 5.1399)  -0.155
O (6.2277, -20.0521, 4.1481)  -0.149
H (6.6606, -20.2467, 6.0893)  0.079
H (7.8223, -21.0481, 4.8371)  0.076
H (7.6588, -19.2241, 5.1722)  0.058
H (5.7856, -19.2331, 4.3837)  0.013
C (8.4145, -14.0709, 4.3901)  -0.159
O (7.4903, -13.0769, 4.7943)  -0.112
H (8.5870, -14.7917, 5.1893)  0.065
H (8.0488, -14.5987, 3.5093)  0.064
H (9.3186, -13.6308, 3.9694)  0.062
H (7.7363, -12.2971, 4.2914)  0.053
C (5.6039, -19.7718, -0.9179)  -0.123
O (6.9319, -19.9702, -0.5705)  -0.161
H (5.4788, -18.6940, -1.0209)  0.080
H (5.3394, -20.2856, -1.8421)  0.103
H (4.8166, -19.9300, -0.1808)  0.099
H (7.3442, -20.3533, -1.3482)  0.107
C (12.1713, -13.9643, 6.3140)  -0.766
O (12.8343, -14.9286, 6.3119)  0.050
N (11.5020, -13.5792, 7.3396)  0.195
N (12.1161, -13.1127, 5.2472)  0.188
H (11.5474, -14.1147, 8.1948)  0.086
H (11.0436, -12.6805, 7.2929)  0.123
H (11.5513, -12.2763, 5.2869)  0.088
H (12.6330, -13.2922, 4.3982)  0.059
C (10.8754, -11.9053, 2.2803)  -0.762
O (11.6803, -11.4895, 3.1053)  0.001
N (10.9404, -12.9843, 1.6212)  0.213
N (9.6461, -11.3872, 2.1972)  0.161
H (11.7434, -13.5968, 1.6328)  0.086
H (10.1602, -13.2786, 1.0512)  0.069
H (9.3803, -10.8232, 2.9918)  0.109
H (9.0283, -11.8528, 1.5478)  0.068
C (13.0861, -15.5647, -0.5422)  -0.766
O (14.1954, -15.1603, -0.8873)  0.002
N (12.7036, -15.7504, 0.6674)  0.215
N (12.2434, -15.9719, -1.4473)  0.187
H (13.4205, -15.4275, 1.3013)  0.074
H (11.7935, -15.9600, 1.0519)  0.060
H (11.3021, -16.2681, -1.2319)  0.076
H (12.5948, -15.9472, -2.3939)  0.121
C (10.1952, -16.5759, 3.0541)  -0.799
O (10.2545, -16.1892, 1.9105)  0.023
N (10.8973, -16.1685, 4.0152)  0.238
N (9.3545, -17.4415, 3.4742)  0.230
H (10.8965, -16.6438, 4.9064)  0.070
H (11.4437, -15.3333, 3.8601)  0.115
H (8.6298, -17.7228, 2.8295)  0.083
H (9.3444, -17.7338, 4.4409)  0.101
C (14.9674, -13.4910, 2.2463)  -0.737
O (13.8651, -13.8632, 2.6487)  -0.011
N (15.3542, -13.4491, 0.9897)  0.204
N (15.8445, -13.0667, 3.0873)  0.177
H (14.9417, -14.1782, 0.4254)  0.050
H (16.3514, -13.2887, 0.9841)  0.113
H (16.8020, -12.7832, 2.9355)  0.121
H (15.5200, -12.9481, 4.0363)  0.112
C (6.9167, -16.8874, 8.1894)  -0.754
O (5.7207, -17.0921, 8.5036)  -0.008
N (7.4420, -15.7910, 7.7599)  0.182
N (7.7915, -17.8240, 7.9693)  0.181
H (7.0239, -14.8716, 7.7530)  0.133
H (8.4116, -15.9128, 7.5047)  0.077
H (7.5441, -18.7920, 8.1174)  0.126
H (8.7199, -17.4998, 7.7389)  0.072
C (15.7041, -16.5290, 4.7788)  -0.816
O (16.5836, -17.1361, 4.2670)  0.067
N (14.4808, -16.9342, 4.7055)  0.189
N (15.7270, -15.4564, 5.4737)  0.188
H (13.7705, -16.4474, 5.2334)  0.064
H (14.2741, -17.5421, 3.9259)  0.080
H (14.8334, -15.2333, 5.8882)  0.076
H (16.5501, -14.8828, 5.5903)  0.123
C (8.2447, -22.5531, 1.3663)  -0.773
O (8.5610, -23.4222, 2.1267)  0.056
N (7.2313, -21.7170, 1.5073)  0.204
N (8.7337, -22.4999, 0.1705)  0.181
H (6.7124, -21.9291, 2.3475)  0.119
H (7.0930, -20.9899, 0.8201)  0.053
H (9.2920, -23.2816, -0.1415)  0.130
H (8.6209, -21.7024, -0.4389)  0.088

Calculated values
**Kohn-Sham gap**: 8.2223 eV
**E_LUMO**: -0.51 eV
**Total charge**: 0

2.
A cluster of 40 separate species, H80O40 in total at a distorted geometry. Source: the OMol25 dataset; level of theory: ωB97M-V/def2-TZVPD.

Each line ends with the Löwdin charge.
Positions of all 120 atoms, in Å:
H (2.3182, 4.8439, 1.5063)  0.047
H (2.1365, 6.4351, 1.2267)  0.109
O (2.5463, 5.5680, 0.8763)  -0.094
H (3.6161, 1.0248, -4.6094)  -0.034
H (4.8357, 1.7490, -4.6642)  0.031
O (4.2700, 1.1994, -5.2043)  -0.008
H (-4.7000, 0.7359, -0.1708)  0.007
H (-4.0355, -0.2372, 0.9789)  0.088
O (-3.8580, 0.4524, 0.2329)  -0.087
H (-2.5057, 2.3336, 2.7807)  0.017
H (-0.9990, 2.4448, 1.9779)  0.012
O (-1.6129, 2.5415, 2.6929)  -0.029
H (-1.7573, 0.7153, -4.2171)  0.018
H (-0.9731, -0.4313, -3.7871)  0.009
O (-0.9117, 0.2762, -4.4457)  -0.074
H (-0.9298, 3.7700, -5.5955)  -0.002
O (-0.6174, 3.1984, -4.9455)  -0.035
H (1.4644, -0.5111, 2.3647)  0.027
O (1.9073, -0.1909, 3.1583)  -0.055
H (1.5252, -2.8037, 5.6838)  0.031
H (2.7637, -1.9802, 5.7234)  0.091
O (1.8365, -1.9720, 5.3357)  -0.055
H (3.3614, 1.9128, 3.6296)  -0.004
H (4.5432, 2.4666, 4.4787)  0.129
O (3.8822, 2.7120, 3.7158)  -0.083
H (0.0524, -2.2801, 2.8468)  0.025
H (-0.8514, -2.1347, 1.4776)  -0.017
O (-0.0811, -2.0771, 1.9381)  0.015
H (3.5549, -4.6227, -1.4640)  0.054
H (2.7427, -3.2450, -1.0254)  0.016
O (2.7345, -4.1761, -1.2887)  -0.041
H (0.9117, 3.3792, 3.0955)  0.024
O (0.8864, 2.9190, 2.3054)  -0.004
H (0.3686, -5.5018, 3.9797)  0.023
H (0.2325, -4.1576, 3.3359)  0.023
O (0.8832, -4.7146, 3.8464)  -0.062
H (-3.7909, 0.7329, -2.6071)  0.009
H (-4.9780, 1.3100, -3.5757)  0.107
O (-4.3356, 1.5076, -2.8226)  -0.079
H (1.0343, 2.1053, -0.3250)  0.097
H (2.1687, 1.2138, 0.4903)  0.097
O (1.2594, 1.2182, 0.0540)  -0.086
H (4.4146, 2.9074, 1.9480)  -0.026
H (4.5538, 3.4372, 0.4834)  0.078
O (4.5503, 2.5669, 1.0638)  -0.105
H (-4.4103, -2.8997, -1.1118)  -0.013
H (-4.0972, -3.6639, -2.4814)  0.094
O (-4.7963, -3.2732, -1.8827)  -0.045
H (4.9140, 1.3769, -1.0194)  0.071
H (3.6337, 2.1131, -0.9501)  -0.057
O (4.0724, 1.5421, -1.5163)  -0.044
H (-3.3259, -1.6587, 1.2712)  0.000
O (-4.0594, -2.2856, 1.1680)  -0.014
H (4.5039, -1.5345, -0.3322)  0.031
H (4.6787, -0.3984, -1.4161)  0.021
O (4.7395, -1.3945, -1.2788)  -0.092
H (-3.3651, 5.2550, 0.2005)  0.029
O (-3.0594, 6.0918, 0.5507)  -0.033
H (-1.2088, -4.9380, -1.4582)  0.070
H (-0.6779, -6.3240, -0.7741)  0.042
O (-0.8401, -5.3838, -0.6104)  -0.094
H (-0.3816, 1.0826, -0.3694)  0.019
H (-2.0572, 1.1174, -0.1352)  0.059
O (-1.2457, 0.6471, -0.4031)  -0.087
H (-5.9950, -0.7782, -2.1672)  -0.005
H (-4.6863, -1.4444, -1.9915)  -0.009
O (-5.2213, -0.9472, -2.5940)  -0.044
H (-1.8653, -1.1971, -0.9940)  0.035
H (-2.2361, -0.1931, -1.7509)  -0.021
O (-2.4859, -1.0999, -1.7393)  -0.051
H (3.1853, -2.1695, 2.7181)  -0.021
H (4.4854, -3.1117, 2.4459)  0.021
O (3.9086, -2.4333, 2.1859)  -0.006
H (1.5959, -3.0535, -2.5061)  0.044
H (0.1008, -3.6477, -2.1115)  0.040
O (0.7307, -3.3915, -2.8042)  -0.095
H (-1.1190, -0.3555, 1.0954)  0.038
H (-1.6610, 0.4634, 2.2686)  -0.002
O (-1.8555, -0.2824, 1.7410)  -0.068
H (0.3105, 1.4836, 5.2431)  0.044
H (0.6264, 0.1225, 5.9471)  0.013
O (0.1960, 0.5561, 5.2580)  0.010
H (4.0581, -0.5975, 4.4891)  0.008
H (4.7669, 0.3965, 3.6948)  0.021
O (4.9715, -0.2544, 4.3920)  -0.061
H (0.6103, -1.2233, -0.9640)  0.012
H (1.6286, -0.4069, -1.3950)  0.068
O (1.5624, -1.2401, -0.8623)  -0.054
H (-2.7782, -4.7497, 4.0791)  0.067
O (-2.0893, -4.0516, 3.9586)  -0.089
H (0.7312, -5.2940, -3.9389)  0.005
H (1.0433, -5.4683, -2.4688)  0.032
O (0.5680, -5.9218, -3.2265)  -0.091
H (-3.5555, -3.0586, 1.1020)  0.015
H (0.3463, 3.0955, -5.0876)  0.064
H (-2.1736, 6.3532, 0.4352)  -0.001
H (1.3023, -0.2414, 3.9164)  -0.005
H (1.4185, 2.1502, 2.4284)  0.001
H (-1.5918, -3.9925, 4.8256)  0.064
O (-2.9385, 1.0155, 4.7910)  -0.038
H (-2.0774, 1.2815, 4.4053)  0.001
H (-2.7326, 0.1729, 5.1285)  0.006
O (-6.5092, 1.2028, -0.8017)  -0.079
H (-6.5879, 0.8677, -1.7241)  0.035
H (-5.5646, 1.4449, -1.0853)  0.030
O (1.3499, -3.3476, -5.3954)  -0.031
H (2.2471, -3.0643, -5.2178)  0.040
H (1.1133, -3.6967, -4.5685)  -0.066
O (1.5853, 5.7316, -1.8197)  -0.097
H (1.6345, 6.1056, -0.9014)  0.037
H (0.6075, 5.4611, -1.9952)  0.114
O (-2.6499, 4.1947, -2.7313)  -0.061
H (-2.6977, 3.9477, -3.6661)  0.024
H (-2.9766, 3.4172, -2.2975)  -0.016
O (3.8025, 4.5206, -0.9650)  -0.067
H (2.9528, 4.9168, -1.1733)  -0.024
H (4.2421, 4.2873, -1.7569)  0.036
O (-3.5325, -1.1572, -4.4375)  -0.081
H (-3.4516, -1.6037, -5.3274)  0.086
H (-4.0843, -1.8276, -4.0146)  0.010

Calculated values
**ΔE to the lowest compared entry with this formula, charge and spin**: 11.772 eV
**Kohn-Sham gap**: 9.7030 eV
**E_LUMO**: -0.75 eV
**Total charge**: 0